The molecule C4H6Cl2, computed with the ωB97M-V functional and the def2-TZVPD basis.

Calculated values
structure (SMILES): C[C@@H](Cl)/C=C/Cl
M: 125.0 g mol⁻¹
spin multiplicity: 1
highest occupied orbital energy: -9.80 eV

Element x y z (Å)
1 C -1.435 -0.365 -0.795
2 C -0.238 0.406 -0.383
3 Cl -0.612 2.154 -0.598
4 C 0.350 -0.017 0.846
5 C 1.662 -0.112 0.847
6 Cl 2.642 -0.820 2.061
7 H -1.871 -0.009 -1.752
8 H -0.881 -1.320 -0.860
9 H -2.301 -0.400 -0.170
10 H 0.531 0.262 -1.130
11 H -0.260 -0.145 1.778
12 H 2.412 0.366 0.156